DFT (wB97M-V/def2-TZVPD) results for a molecular structure, C39H36N4O2OsS2Te.

The geometry in XYZ format:
```
85
Properties=species:S:1:pos:R:3:forces:R:3
Os -2.104 2.555 -1.429 -0.2 0.0 0.1
C -1.977 5.201 5.186 0.0 0.0 0.0
C -2.115 4.287 4.005 0.0 0.0 0.0
C -1.233 4.367 2.925 0.0 0.0 0.0
C -1.377 3.544 1.822 0.0 0.0 0.0
C -2.413 2.614 1.810 0.0 0.0 0.0
C -3.311 2.515 2.866 0.0 0.0 0.0
C -3.151 3.353 3.956 0.0 0.0 0.0
S -2.651 1.561 0.409 0.1 0.0 0.0
O -3.912 0.845 0.568 0.0 0.0 0.0
C -1.376 0.247 0.773 -0.1 0.1 0.0
C -1.855 -0.606 1.890 0.0 0.0 0.0
C -1.591 -1.909 1.909 0.0 0.0 0.0
C -0.895 -2.612 0.830 0.0 0.0 0.0
C -0.652 -3.978 0.947 0.0 0.0 0.0
C -0.056 -4.684 -0.085 0.0 0.0 0.0
C 0.285 -4.028 -1.259 0.0 0.0 0.0
C 0.029 -2.671 -1.393 0.0 0.0 0.0
C -0.544 -1.954 -0.353 0.0 0.0 0.0
C -0.753 -0.456 -0.504 0.1 -0.1 0.0
C -1.291 -0.100 -1.894 0.0 0.0 0.0
C -2.435 -0.863 -2.331 0.0 0.0 0.0
C -3.269 -1.554 -1.418 0.0 0.0 0.0
C -4.353 -2.263 -1.854 0.0 0.0 0.0
C -4.658 -2.343 -3.227 0.0 0.0 0.0
C -3.880 -1.683 -4.132 0.0 0.0 0.0
C -2.767 -0.921 -3.706 0.0 0.0 0.0
C -1.994 -0.199 -4.646 0.0 0.0 0.0
C -1.005 0.629 -4.224 0.0 0.1 0.0
C -0.656 0.703 -2.850 0.0 0.0 0.1
S 0.437 2.112 -2.587 0.2 -0.2 -0.3
O 0.077 2.645 -1.182 -0.1 0.1 0.0
C 2.093 1.512 -2.631 0.0 0.1 0.1
C 2.438 0.169 -2.665 0.0 0.0 -0.1
C 3.768 -0.182 -2.803 0.0 0.0 0.0
C 4.764 0.790 -2.898 0.0 0.0 0.0
C 6.206 0.397 -3.028 0.0 0.0 0.0
C 4.393 2.135 -2.871 0.0 0.0 0.0
C 3.067 2.503 -2.756 0.0 0.0 0.0
H -1.063 5.789 5.133 0.0 0.0 0.0
H -1.974 4.635 6.117 0.0 0.0 0.0
H -2.821 5.891 5.230 0.0 0.0 0.0
H -0.435 5.099 2.944 0.0 0.0 0.0
H -0.694 3.627 0.984 0.0 0.0 0.0
H -4.133 1.813 2.814 0.0 0.0 0.0
H -3.851 3.292 4.780 0.0 0.0 0.0
H -2.413 -0.123 2.682 0.0 0.0 0.0
H -1.931 -2.508 2.747 0.0 0.0 0.0
H -0.946 -4.489 1.855 0.0 0.0 0.0
H 0.126 -5.745 0.019 0.0 0.0 0.0
H 0.734 -4.574 -2.078 0.0 0.0 0.0
H 0.254 -2.180 -2.331 0.0 0.0 0.0
H -3.096 -1.488 -0.355 0.0 0.0 0.0
H -4.990 -2.759 -1.134 0.0 0.0 0.0
H -5.513 -2.917 -3.556 0.0 0.0 0.0
H -4.109 -1.718 -5.189 0.0 0.0 0.0
H -2.237 -0.270 -5.698 0.0 0.0 0.0
H -0.478 1.261 -4.929 0.0 0.0 0.0
H 1.679 -0.598 -2.616 0.0 0.0 0.0
H 4.038 -1.229 -2.850 0.0 0.0 0.0
H 6.313 -0.563 -3.530 0.0 0.0 0.0
H 6.662 0.308 -2.040 0.0 0.0 0.0
H 6.771 1.144 -3.583 0.0 0.0 0.0
H 5.152 2.901 -2.972 0.0 0.0 0.0
H 2.787 3.549 -2.777 0.0 0.0 0.0
C 2.944 -2.882 1.610 0.0 0.0 0.0
C 3.020 -1.841 2.724 0.0 0.0 0.0
C 1.881 -1.997 3.725 0.0 0.0 0.0
C 3.111 -0.414 2.175 0.0 -0.1 0.0
N 1.875 0.000 1.486 0.0 0.0 0.1
C 0.847 0.623 2.001 0.0 0.0 -0.1
N -0.032 0.867 1.005 0.0 0.0 0.0
N 0.539 0.279 -0.147 0.0 0.0 0.0
N 1.719 -0.308 0.174 0.0 0.0 0.0
H 2.927 -3.884 2.039 0.0 0.0 0.0
H 3.805 -2.817 0.944 0.0 0.0 0.0
H 2.039 -2.764 1.010 0.0 0.0 0.0
H 3.965 -1.973 3.258 0.0 0.0 0.0
H 0.906 -1.945 3.232 0.0 0.0 0.0
H 1.917 -1.238 4.511 0.0 0.0 0.0
H 1.943 -2.969 4.212 0.0 0.0 0.0
H 3.906 -0.322 1.438 0.0 0.0 0.0
H 3.280 0.308 2.973 0.0 0.0 0.0
H 0.742 0.927 3.029 0.0 0.0 0.0
Te -4.446 2.521 -2.237 0.0 0.0 0.0
```
Forces are in eV/Å.

The HOMO-LUMO gap (alpha / beta) is 6.90 / 6.89 eV. The value obtained for the maximum force is 0.43 eV/Å. Its total charge is +2. The HOMO energy (alpha / beta) comes out at -12.92 / -13.55 eV. The electronic energy is -82493.136 eV. As for the spin multiplicity: 5.